(1)
The following is a quantum chemistry calculation of a cluster of 4 separate species, C18H48N3O7 in total, from the OMol25 dataset.

relative energy (zero: lowest compared OMol25 entry of this formula, charge and spin) = 55.15 kcal/mol
total charge = +1
2S+1 = 1
lowest unoccupied orbital energy = -1.8 eV
Kohn-Sham gap = 9.788 eV

Cartesian coordinates (Å):
1 O -1.023 -35.405 -25.304
2 H -0.767 -36.278 -25.684
3 H -0.832 -35.241 -24.290
4 H -1.973 -35.163 -25.399
5 C -3.338 -30.598 -19.218
6 O -3.669 -30.694 -20.411
7 C -3.826 -32.123 -20.821
8 C -3.885 -32.061 -22.302
9 N -4.123 -33.370 -22.840
10 C -4.184 -33.360 -24.368
11 C -4.464 -34.753 -24.861
12 O -3.673 -34.932 -25.978
13 C -4.336 -35.928 -26.790
14 H -2.349 -31.103 -19.013
15 H -3.930 -31.222 -18.622
16 H -3.318 -29.432 -19.227
17 H -4.838 -32.424 -20.596
18 H -3.093 -32.747 -20.347
19 H -3.009 -31.571 -22.750
20 H -4.602 -31.464 -22.699
21 H -5.004 -33.825 -22.439
22 H -3.200 -32.889 -24.977
23 H -4.989 -32.689 -24.747
24 H -5.476 -34.743 -24.645
25 H -4.043 -35.586 -24.307
26 H -5.092 -35.252 -27.164
27 H -4.643 -36.686 -26.192
28 H -3.728 -36.194 -27.648
29 C -4.273 -38.228 -20.146
30 O -3.290 -37.436 -20.242
31 C -2.897 -36.818 -21.593
32 C -1.890 -35.651 -21.335
33 N -1.782 -34.868 -22.670
34 C -0.700 -33.866 -22.569
35 C 0.693 -34.368 -22.333
36 O 1.210 -34.902 -23.546
37 C 2.576 -35.363 -23.316
38 H -4.171 -38.906 -20.943
39 H -5.051 -37.650 -20.177
40 H -4.239 -38.744 -19.217
41 H -3.872 -36.520 -22.044
42 H -2.426 -37.552 -22.148
43 H -1.125 -36.150 -21.112
44 H -1.947 -35.229 -20.355
45 H -2.707 -34.233 -22.805
46 H -1.130 -33.148 -21.868
47 H -0.631 -33.170 -23.505
48 H 0.761 -35.016 -21.501
49 H 1.137 -33.370 -22.013
50 H 3.183 -34.384 -23.279
51 H 2.871 -35.694 -24.132
52 H 2.764 -36.103 -22.562
53 C 3.216 -36.786 -29.602
54 O 2.340 -37.446 -28.888
55 C 1.097 -36.966 -28.746
56 C 0.445 -37.787 -27.696
57 N -0.917 -37.272 -27.299
58 C -1.731 -38.412 -26.742
59 C -1.038 -38.946 -25.455
60 O -0.921 -37.806 -24.551
61 C -0.091 -38.020 -23.506
62 H 2.762 -36.459 -30.505
63 H 4.026 -37.460 -29.786
64 H 3.829 -35.939 -29.022
65 H 0.577 -36.866 -29.900
66 H 1.073 -35.919 -28.469
67 H 1.199 -37.905 -26.926
68 H 0.311 -38.755 -28.123
69 H -1.292 -37.141 -28.218
70 H -2.018 -39.339 -27.308
71 H -2.771 -38.165 -26.477
72 H -0.197 -39.481 -25.865
73 H -1.698 -39.572 -25.022
74 H 1.082 -38.181 -23.809
75 H -0.583 -38.883 -23.056
76 H -0.008 -37.142 -22.805

Here are the Mulliken charges for atoms 1 to 4, given in e:
1 O -0.3439
2 H 0.1700
3 H 0.4459
4 H 0.6252

(2)
The following is a quantum chemistry calculation of a structure of composition C18H49ClInN10O20, from the OMol25 dataset.

relative energy (zero: lowest compared OMol25 entry of this formula, charge and spin) = 130.71 kcal/mol
total charge = -1
2S+1 = 1
lowest unoccupied orbital energy = 0.8 eV
Kohn-Sham gap = 4.946 eV

Cartesian coordinates (Å):
1 C -3.257 3.979 1.887
2 N -3.414 3.992 0.359
3 C -2.101 4.277 -0.336
4 In -0.969 2.359 -0.947
5 Cl -1.533 0.485 0.622
6 C -1.278 1.817 -3.123
7 C -1.466 0.214 -3.424
8 C -0.172 -0.717 -3.026
9 C -2.824 -0.453 -2.777
10 O 1.084 2.808 -0.549
11 C 1.758 1.519 -0.903
12 C 3.403 1.609 -0.841
13 C 3.938 1.432 0.722
14 O 3.960 2.782 -1.532
15 H -2.551 4.830 2.271
16 H -2.892 2.909 2.243
17 H -4.357 4.092 2.330
18 H -4.024 4.845 0.192
19 H -1.376 4.981 0.298
20 H -2.278 4.858 -1.359
21 H -0.409 2.317 -3.738
22 H -2.280 2.354 -3.480
23 H -1.587 0.116 -4.607
24 H 0.854 -0.269 -3.420
25 H -0.045 -0.921 -1.879
26 H -0.287 -1.773 -3.559
27 H -2.533 -1.520 -2.338
28 H -3.295 0.268 -1.984
29 H -3.611 -0.620 -3.659
30 H 1.475 1.312 -2.020
31 H 1.352 0.722 -0.139
32 H 3.799 0.655 -1.438
33 H 2.978 1.267 1.377
34 H 4.490 2.444 0.981
35 H 4.647 0.491 0.737
36 H 4.895 2.516 -1.785
37 C 7.130 -0.151 3.855
38 N 6.132 -0.358 2.771
39 O 4.939 -0.382 3.097
40 O 6.573 -0.492 1.624
41 H 6.603 -0.050 4.806
42 H 7.787 -1.023 3.869
43 H 7.684 0.760 3.622
44 C -3.590 -2.166 1.569
45 N -4.134 -3.540 1.398
46 O -3.403 -4.374 0.851
47 O -5.280 -3.742 1.817
48 H -2.579 -2.132 1.157
49 H -4.249 -1.481 1.031
50 H -3.578 -1.947 2.639
51 C 6.826 -2.783 -0.458
52 N 8.057 -3.132 -1.217
53 O 8.655 -4.162 -0.884
54 O 8.389 -2.362 -2.125
55 H 6.655 -3.544 0.307
56 H 6.987 -1.805 0.001
57 H 5.997 -2.757 -1.168
58 C -1.514 8.897 2.147
59 N -1.729 7.497 1.691
60 O -1.793 7.303 0.471
61 O -1.829 6.633 2.569
62 H -1.446 9.547 1.272
63 H -2.367 9.176 2.769
64 H -0.583 8.918 2.717
65 C 3.245 7.617 2.649
66 N 1.971 8.349 2.880
67 O 1.372 8.123 3.938
68 O 1.608 9.131 1.993
69 H 3.441 6.968 3.505
70 H 3.126 7.027 1.738
71 H 4.037 8.361 2.540
72 C -2.188 -7.278 0.197
73 N -0.956 -7.627 -0.563
74 O -0.359 -8.657 -0.229
75 O -0.624 -6.857 -1.471
76 H -2.358 -8.039 0.961
77 H -2.026 -6.300 0.655
78 H -3.016 -7.253 -0.514
79 C -2.297 -10.050 -2.893
80 N -3.451 -10.162 -1.960
81 O -3.919 -9.110 -1.510
82 O -3.854 -11.303 -1.706
83 H -2.050 -8.995 -3.025
84 H -1.459 -10.589 -2.446
85 H -2.596 -10.499 -3.842
86 C -4.605 -13.534 -5.565
87 N -4.145 -12.122 -5.650
88 O -2.991 -11.879 -5.276
89 O -4.954 -11.297 -6.091
90 H -3.796 -14.146 -5.162
91 H -5.473 -13.558 -4.902
92 H -4.867 -13.857 -6.575
93 C -0.599 11.407 5.472
94 N -1.597 11.200 4.389
95 O -2.790 11.177 4.715
96 O -1.155 11.067 3.241
97 H -1.125 11.508 6.423
98 H 0.058 10.535 5.486
99 H -0.044 12.319 5.240

Here are the Mulliken charges for atoms 1 to 4, given in e:
1 C -0.4483
2 N -0.3242
3 C -0.6173
4 In 1.0787